Version A
Below is a structure of composition C3H9N3O2, with properties calculated with wB97M-V/def2-TZVPD.

Highest occupied orbital energy, eV: -7.89
LUMO energy, eV: 0.2029
HOMO-LUMO gap, eV: 8.09

The geometry in ORCA input format:
```
! wB97M-V def2-TZVPD RIJCOSX def2/J DEFGRID3
* xyz 0 1
O -0.03 0.72 -1.34
O 2.31 -0.60 -0.24
N -0.94 -1.58 -0.28
N -1.66 -0.45 0.24
N 1.07 -0.74 0.25
C 0.65 0.46 1.01
C 0.12 1.50 -0.05
C 0.36 -1.54 -0.23
H 1.97 -0.66 -1.37
H 1.09 2.15 -0.20
H -2.72 0.11 -0.42
H -0.30 0.37 1.54
H -1.00 2.08 0.22
H -2.01 -0.88 1.31
H 0.65 -2.41 -0.81
H -1.14 0.76 -1.30
H 1.59 0.69 1.67
*
```

Atom charges from the Löwdin analysis, given in e for atoms 1 to 6: atom 1 (O): -0.21, atom 2 (O): 0.00, atom 3 (N): -0.08, atom 4 (N): -0.21, atom 5 (N): -0.26, atom 6 (C): -0.12

***

Version B
Below is a structure of composition C3H9N3O2, with properties calculated with wB97M-V/def2-TZVPD.

Highest occupied orbital energy (spin up / spin down), eV: -6.85 / -5.94
LUMO energy (spin up / spin down), eV: 0.7484 / 0.3260
HOMO-LUMO gap (spin up / spin down), eV: 7.60 / 6.26

The geometry in ORCA input format:
```
! wB97M-V def2-TZVPD RIJCOSX def2/J DEFGRID3
* xyz 0 1
O -3.53 -1.46 -0.08
O -1.31 1.78 0.44
N -3.11 -0.56 0.56
N -1.10 0.50 -0.21
N 1.03 0.73 -1.39
C 1.09 0.30 -0.09
C 2.04 -0.83 0.20
C -1.22 -0.48 0.73
H -1.58 2.33 -0.31
H -1.07 -0.24 1.78
H 1.91 -1.66 -0.50
H 0.70 1.70 -1.46
H 1.90 -1.20 1.22
H 1.02 -0.02 -2.08
H 3.08 -0.49 0.14
H 1.12 1.09 0.66
H -0.97 -1.48 0.39
*
```

Atom charges from the Löwdin analysis, given in e for atoms 1 to 6: atom 1 (O): -0.07, atom 2 (O): -0.09, atom 3 (N): -0.03, atom 4 (N): -0.11, atom 5 (N): 0.03, atom 6 (C): -0.27

***

The most stable arrangement is version B, and the next structure is 0.0914 hartree less stable.

***

Version A
Below is the molecule C3H9N2P, with properties calculated with wB97M-V/def2-TZVPD.

Highest occupied orbital energy, eV: -8.15
LUMO energy, eV: 1.0275
HOMO-LUMO gap, eV: 9.18

The geometry in ORCA input format:
```
! wB97M-V def2-TZVPD RIJCOSX def2/J DEFGRID3
* xyz 0 1
P 1.46 -1.11 0.02
N -0.37 -0.57 -0.35
N 1.82 0.50 0.25
C 0.85 1.43 -0.29
C -1.49 -1.39 0.12
C -0.44 0.79 0.11
H -0.73 0.74 1.25
H 0.74 1.35 -1.40
H -1.42 -2.36 -0.24
H 1.10 2.46 0.19
H -1.63 -1.51 1.23
H -1.41 1.11 -0.46
H 1.93 0.59 1.27
H -2.29 -0.80 -0.28
H 1.86 -1.21 -1.41
*
```

Atom charges from the Löwdin analysis, given in e for atoms 1 to 6: atom 1 (P): 0.86, atom 2 (N): -0.39, atom 3 (N): -0.37, atom 4 (C): -0.28, atom 5 (C): -0.17, atom 6 (C): -0.34

***

Version B
Below is the molecule C3H9N2P, with properties calculated with wB97M-V/def2-TZVPD.

Highest occupied orbital energy, eV: -8.21
LUMO energy, eV: 0.7352
HOMO-LUMO gap, eV: 8.95

The geometry in ORCA input format:
```
! wB97M-V def2-TZVPD RIJCOSX def2/J DEFGRID3
* xyz 0 1
P -0.32 -0.38 0.26
N 1.60 -0.26 -0.84
N -0.42 -1.45 1.47
C 2.53 -0.79 -0.21
C -0.44 1.29 0.66
C -1.51 -0.70 -1.09
H -1.52 1.47 0.60
H -0.02 -0.95 2.27
H -0.11 1.48 1.77
H 2.43 -1.09 0.98
H 3.59 -1.06 -0.58
H -1.23 -1.65 -1.71
H 0.20 1.88 0.07
H -1.51 0.21 -1.62
H -2.44 -0.86 -0.68
*
```

Atom charges from the Löwdin analysis, given in e for atoms 1 to 6: atom 1 (P): 0.69, atom 2 (N): -0.12, atom 3 (N): -0.23, atom 4 (C): -0.29, atom 5 (C): -0.25, atom 6 (C): -0.19

***

The most stable arrangement is version A, and the next structure is 0.0344 hartree less stable.

***

Version A
Below is a cluster of 3 separate species, C4H13NO2 in total, with properties calculated with wB97M-V/def2-TZVPD.

Highest occupied orbital energy (spin up / spin down), eV: 1.21 / -5.65
LUMO energy (spin up / spin down), eV: 3.4111 / 3.3546
HOMO-LUMO gap (spin up / spin down), eV: 2.20 / 9.00

The geometry in ORCA input format:
```
! wB97M-V def2-TZVPD RIJCOSX def2/J DEFGRID3
* xyz -1 2
O -2.40 0.25 2.77
O -2.59 -0.53 -2.46
N 2.30 0.36 0.53
C 0.23 -0.65 -0.07
C 2.07 0.53 -0.88
C 0.54 0.47 -1.08
C 1.13 -0.26 1.13
H 1.35 -1.20 1.62
H 0.65 -1.52 -0.57
H 2.49 -0.19 -1.60
H -0.74 -0.88 0.35
H 0.29 0.28 -2.12
H -0.04 1.34 -0.75
H -2.37 -1.25 -3.06
H 0.57 0.32 1.88
H 2.37 1.51 -1.29
H -1.56 0.42 3.22
H -3.47 -0.29 -2.63
H -2.62 -0.67 2.90
H 2.80 1.11 0.97
*
```

Atom charges from the Löwdin analysis, given in e for atoms 1 to 6: atom 1 (O): -0.14, atom 2 (O): -0.38, atom 3 (N): -0.07, atom 4 (C): -0.24, atom 5 (C): -0.28, atom 6 (C): -0.24

***

Version B
Below is a cluster of 3 separate species, C4H13NO2 in total, with properties calculated with wB97M-V/def2-TZVPD.

Highest occupied orbital energy (spin up / spin down), eV: 0.99 / -6.15
LUMO energy (spin up / spin down), eV: 3.7284 / 3.6458
HOMO-LUMO gap (spin up / spin down), eV: 2.74 / 9.80

The geometry in ORCA input format:
```
! wB97M-V def2-TZVPD RIJCOSX def2/J DEFGRID3
* xyz -1 2
O -2.88 1.30 1.85
O 1.42 2.43 -1.41
N 1.84 -1.49 1.35
C -0.67 -0.84 -0.97
C 0.02 -0.23 0.22
C -1.97 -0.86 -1.18
C 1.50 -0.48 0.32
H -0.57 -0.41 1.12
H -2.69 -0.37 -0.54
H 2.31 2.68 -1.71
H -2.85 1.93 1.11
H -2.03 0.86 1.78
H 1.90 -0.81 -0.63
H -0.17 0.86 0.08
H -0.02 -1.29 -1.72
H -2.42 -1.28 -2.08
H 2.69 -2.01 1.10
H 1.12 -2.20 1.41
H 2.09 0.40 0.57
H 1.37 1.81 -0.67
*
```

Atom charges from the Löwdin analysis, given in e for atoms 1 to 6: atom 1 (O): -0.12, atom 2 (O): -0.26, atom 3 (N): -0.04, atom 4 (C): -0.23, atom 5 (C): -0.28, atom 6 (C): -0.05

***

The most stable arrangement is version A, and the next structure is 0.0099 hartree less stable.

***

Version A
Below is a structure of composition C2H10NSi, with properties calculated with wB97M-V/def2-TZVPD.

Highest occupied orbital energy, eV: -16.38
LUMO energy, eV: -4.3663
HOMO-LUMO gap, eV: 12.01

The geometry in ORCA input format:
```
! wB97M-V def2-TZVPD RIJCOSX def2/J DEFGRID3
* xyz 1 1
Si 0.69 -1.16 -0.40
N -0.78 0.43 0.33
C 2.10 -0.16 -1.11
C -1.99 0.51 1.29
H -2.83 -0.17 0.92
H -0.11 1.22 0.66
H -0.19 -1.53 -1.51
H 2.05 -0.53 -2.18
H 2.02 0.92 -1.19
H 0.81 -1.69 0.94
H -1.43 0.24 2.17
H 3.05 -0.34 -0.59
H -2.41 1.49 1.29
H -0.97 0.76 -0.60
*
```

Atom charges from the Löwdin analysis, given in e for atoms 1 to 6: atom 1 (Si): 0.88, atom 2 (N): -0.13, atom 3 (C): -0.25, atom 4 (C): -0.05, atom 5 (H): 0.11, atom 6 (H): 0.14

***

Version B
Below is the ion C2H10NSi with charge +1, with properties calculated with wB97M-V/def2-TZVPD.

Highest occupied orbital energy, eV: -16.00
LUMO energy, eV: -3.8633
HOMO-LUMO gap, eV: 12.14

The geometry in ORCA input format:
```
! wB97M-V def2-TZVPD RIJCOSX def2/J DEFGRID3
* xyz 1 1
Si 1.75 0.04 0.00
N -0.89 -1.24 -0.06
C -0.04 -0.13 0.44
C -0.81 1.11 -0.08
H -1.90 1.25 0.24
H 2.50 -1.11 0.15
H -0.29 2.05 0.12
H -0.96 -1.28 -1.08
H 2.55 1.04 0.62
H 1.83 0.40 -1.36
H -1.82 -0.87 0.24
H -0.28 -0.29 1.53
H -0.92 1.06 -1.19
H -0.73 -2.03 0.43
*
```

Atom charges from the Löwdin analysis, given in e for atoms 1 to 6: atom 1 (Si): 0.73, atom 2 (N): 0.18, atom 3 (C): -0.50, atom 4 (C): -0.12, atom 5 (H): 0.11, atom 6 (H): -0.10

***

Version C
Below is a cluster of 2 separate species, C2H10NSi in total, with properties calculated with wB97M-V/def2-TZVPD.

Highest occupied orbital energy, eV: -14.57
LUMO energy, eV: -4.2214
HOMO-LUMO gap, eV: 10.34

The geometry in ORCA input format:
```
! wB97M-V def2-TZVPD RIJCOSX def2/J DEFGRID3
* xyz 1 1
Si 0.86 1.61 -0.51
N -0.92 -0.79 -0.84
C -0.13 -0.49 1.41
C 0.15 -0.16 0.04
H -0.83 -1.34 1.53
H -1.02 -1.94 -0.61
H -0.60 0.43 1.91
H 0.82 -0.70 1.95
H -0.33 2.25 -1.01
H -0.88 -0.75 -1.93
H 1.93 1.33 -1.63
H 1.48 2.16 0.82
H 1.38 -1.08 -0.52
H -1.92 -0.53 -0.60
*
```

Atom charges from the Löwdin analysis, given in e for atoms 1 to 6: atom 1 (Si): 0.70, atom 2 (N): 0.05, atom 3 (C): -0.17, atom 4 (C): -0.59, atom 5 (H): 0.09, atom 6 (H): 0.24

***

Version D
Below is a structure of composition C2H10NSi, with properties calculated with wB97M-V/def2-TZVPD.

Highest occupied orbital energy, eV: -15.68
LUMO energy, eV: -4.6279
HOMO-LUMO gap, eV: 11.06

The geometry in ORCA input format:
```
! wB97M-V def2-TZVPD RIJCOSX def2/J DEFGRID3
* xyz 1 1
Si 1.32 -0.91 -0.17
N -0.92 0.03 0.08
C -2.21 -0.27 0.61
C 2.07 0.86 -0.32
H -2.02 -0.61 1.61
H -0.58 0.80 0.80
H -2.78 0.67 0.68
H 2.23 1.08 -1.45
H 3.13 0.75 0.21
H 1.68 -1.44 1.11
H 1.56 1.74 0.07
H -2.92 -0.96 0.09
H 1.09 -1.76 -1.29
H -0.99 0.45 -0.91
*
```

Atom charges from the Löwdin analysis, given in e for atoms 1 to 6: atom 1 (Si): 0.93, atom 2 (N): -0.12, atom 3 (C): -0.16, atom 4 (C): -0.28, atom 5 (H): 0.08, atom 6 (H): 0.14

***

The most stable arrangement is version A, and the next structure is 0.0183 hartree less stable.

***

Version A
Below is the ion C6H8N with charge +1, with properties calculated with wB97M-V/def2-TZVPD.

Highest occupied orbital energy, eV: -13.99
LUMO energy, eV: -4.9799
HOMO-LUMO gap, eV: 9.01

The geometry in ORCA input format:
```
! wB97M-V def2-TZVPD RIJCOSX def2/J DEFGRID3
* xyz 1 1
N 0.24 -0.10 0.02
C -0.69 -1.58 1.53
C -0.19 0.93 -2.06
C -0.92 -0.58 0.64
C 0.68 0.48 -1.00
C 0.72 -1.76 1.72
C 1.63 -0.94 1.19
H 1.78 0.57 -1.10
H -1.20 1.08 -1.76
H -1.29 -2.27 2.07
H 2.74 -0.95 1.22
H 0.19 1.93 -2.46
H -1.87 -0.05 0.51
H 1.34 -2.52 2.24
H 0.03 0.26 -3.00
*
```

Atom charges from the Löwdin analysis, given in e for atoms 1 to 6: atom 1 (N): 0.05, atom 2 (C): 0.00, atom 3 (C): -0.03, atom 4 (C): -0.04, atom 5 (C): -0.12, atom 6 (C): -0.12

***

Version B
Below is a structure of composition C6H8N, with properties calculated with wB97M-V/def2-TZVPD.

Highest occupied orbital energy, eV: -14.27
LUMO energy, eV: -4.8452
HOMO-LUMO gap, eV: 9.42

The geometry in ORCA input format:
```
! wB97M-V def2-TZVPD RIJCOSX def2/J DEFGRID3
* xyz 1 1
N -0.24 0.19 -0.21
C -1.49 0.83 0.17
C 3.22 -0.66 0.36
C -0.70 -1.02 -0.33
C -1.98 -0.60 0.21
C 2.24 -0.02 0.08
C 1.09 0.74 -0.39
H -0.46 -1.95 -0.82
H 1.23 0.97 -1.52
H -1.95 -0.91 1.27
H -1.83 1.56 -0.59
H 4.02 -1.13 0.86
H 1.09 1.76 0.11
H -2.77 -1.05 -0.31
H -1.46 1.31 1.13
*
```

Atom charges from the Löwdin analysis, given in e for atoms 1 to 6: atom 1 (N): -0.05, atom 2 (C): -0.03, atom 3 (C): 0.17, atom 4 (C): 0.10, atom 5 (C): -0.08, atom 6 (C): -0.11

***

The most stable arrangement is version B, and the next structure is 0.0046 hartree less stable.

***

Version A
Below is a cluster of 2 separate species, C4H8OS in total, with properties calculated with wB97M-V/def2-TZVPD.

Highest occupied orbital energy, eV: -9.56
LUMO energy, eV: 0.5367
HOMO-LUMO gap, eV: 10.10

The geometry in ORCA input format:
```
! wB97M-V def2-TZVPD RIJCOSX def2/J DEFGRID3
* xyz 0 1
S 1.95 0.82 -1.00
O 2.36 0.15 0.24
C -1.39 -1.64 0.40
C 0.39 1.78 -0.74
C -0.13 -1.85 0.40
C -0.30 1.76 0.36
H 0.97 -0.10 -1.73
H -2.06 -2.40 0.85
H -0.04 1.10 1.22
H 0.48 2.53 -1.60
H 0.30 -2.50 1.09
H -1.73 -0.72 -0.03
H -1.32 2.17 0.61
H 0.53 -1.10 -0.06
*
```

Atom charges from the Löwdin analysis, given in e for atoms 1 to 6: atom 1 (S): 0.83, atom 2 (O): -0.59, atom 3 (C): -0.08, atom 4 (C): -0.42, atom 5 (C): -0.09, atom 6 (C): -0.08

***

Version B
Below is the molecule C4H8OS, with properties calculated with wB97M-V/def2-TZVPD.

Highest occupied orbital energy, eV: -9.11
LUMO energy, eV: 0.7707
HOMO-LUMO gap, eV: 9.88

The geometry in ORCA input format:
```
! wB97M-V def2-TZVPD RIJCOSX def2/J DEFGRID3
* xyz 0 1
S -0.33 0.27 -2.13
O 1.19 0.92 1.60
C -1.43 -0.67 0.47
C -0.08 0.08 -0.35
C 0.48 1.24 0.43
C 0.83 -0.77 -1.12
H 1.00 1.81 -0.35
H 1.81 -0.54 -1.09
H -1.26 -0.60 1.50
H -0.42 1.98 0.57
H 0.72 -1.83 -1.18
H 1.04 0.00 1.58
H -1.36 -1.74 0.14
H -2.20 -0.16 -0.08
*
```

Atom charges from the Löwdin analysis, given in e for atoms 1 to 6: atom 1 (S): 0.85, atom 2 (O): -0.01, atom 3 (C): 0.00, atom 4 (C): -0.75, atom 5 (C): -0.31, atom 6 (C): -0.36

***

Version C
Below is the molecule C4H8OS, with properties calculated with wB97M-V/def2-TZVPD.

Highest occupied orbital energy (spin up / spin down), eV: -7.01 / -6.96
LUMO energy (spin up / spin down), eV: 0.6597 / 0.5149
HOMO-LUMO gap (spin up / spin down), eV: 7.67 / 7.47

The geometry in ORCA input format:
```
! wB97M-V def2-TZVPD RIJCOSX def2/J DEFGRID3
* xyz 0 1
S -0.16 0.03 -0.25
O 2.46 -0.46 -0.35
C -1.73 -0.66 -0.23
C -2.81 0.23 0.02
C 2.72 0.78 0.27
C 1.25 -0.99 -0.11
H -2.38 1.19 0.13
H -1.96 -1.68 -0.59
H 3.77 0.85 0.17
H 2.33 0.85 1.29
H -3.43 0.00 0.97
H 1.14 -2.10 -0.32
H 2.45 1.79 -0.21
H -3.68 0.19 -0.78
*
```

Atom charges from the Löwdin analysis, given in e for atoms 1 to 6: atom 1 (S): 0.99, atom 2 (O): -0.21, atom 3 (C): -0.55, atom 4 (C): -0.27, atom 5 (C): -0.14, atom 6 (C): -0.48

***

The most stable arrangement is version B, and the next structure is 0.0778 hartree less stable.